Entry 1:
Computed, not measured: a cluster of 4 separate species, C3H11N2O6 in total in a non-equilibrium geometry, with wB97M-V/def2-TZVPD.

Properties
Energy relative to the best compared isomer or geometry (same formula, charge and spin), kcal per mole: 55.1
Total charge: -1
Spin multiplicity: 1
LUMO, eV: 3.53
Kohn-Sham gap, eV: 8.745

Cartesian coordinates (Å):
O 2.10 1.05 0.95
C 2.06 -0.13 0.54
N 2.65 -1.23 1.22
C 1.39 -0.52 -0.83
N -0.07 -0.50 -0.63
C -0.60 -1.17 0.59
O -1.83 -1.02 0.85
O 0.16 -1.90 1.14
H 1.89 -1.95 1.35
H 2.85 -1.04 2.17
H 1.69 -1.35 -1.43
H 1.59 0.43 -1.38
H -0.35 0.46 -0.85
H -2.78 1.81 -0.48
H -1.76 1.75 0.78
O -2.15 2.31 0.09
H -0.55 2.27 -1.52
H 0.69 2.68 -1.01
O 0.29 2.11 -1.61
H -2.77 -0.61 -0.65
H -2.03 -0.34 -2.04
O -2.77 -0.18 -1.54

Entry 2:
Computed, not measured: a cluster of 2 separate species, C3H11N2S in total, with wB97M-V/def2-TZVPD.

Properties
Energy relative to the best compared isomer or geometry (same formula, charge and spin), kcal per mole: 2.3
Total charge: +1
Spin multiplicity: 1
LUMO, eV: -3.42
Kohn-Sham gap, eV: 9.963

Cartesian coordinates (Å):
N -0.41 -1.13 1.97
C 0.63 -1.65 1.39
N 0.77 -1.74 0.09
H -1.20 -0.75 1.47
H -0.51 -1.16 2.98
H 1.44 -1.98 2.03
H 1.65 -2.05 -0.30
H 0.02 -1.35 -0.52
C 0.21 1.97 -0.24
C -0.36 1.25 -1.48
S -1.65 0.03 -1.10
H 0.67 1.30 0.48
H -0.53 2.60 0.26
H 1.02 2.60 -0.63
H -0.75 2.01 -2.15
H 0.45 0.75 -2.00
H -1.46 -0.67 -2.24

Entry 3:
Computed, not measured: a cluster of 2 separate species, C3H11N2S in total in a non-equilibrium geometry, with wB97M-V/def2-TZVPD.

Properties
Energy relative to the best compared isomer or geometry (same formula, charge and spin), kcal per mole: 37.1
Total charge: +1
Spin multiplicity: 3
Expectation value of S²: 2.010
LUMO (spin up / spin down), eV: -4.10 / -7.16
Kohn-Sham gap (spin up / spin down), eV: 4.067 / 6.110

Cartesian coordinates (Å):
C -3.15 0.21 0.02
C -1.72 -0.20 0.01
C 1.59 0.31 0.06
N 2.99 1.07 0.21
N -1.25 -1.47 0.10
S 1.99 -1.43 -0.15
H -3.15 1.24 -0.34
H -4.11 -0.32 -0.22
H -3.26 0.41 1.13
H -0.88 0.52 0.19
H 1.45 0.36 1.23
H 3.41 1.43 -0.70
H 2.86 1.75 0.98
H -1.89 -2.22 0.02
H -0.32 -1.76 0.17
H 3.68 0.58 0.65
H 2.16 -1.45 -1.52

Entry 4:
Computed, not measured: a cluster of 2 separate species, C3H11N3 in total in a non-equilibrium geometry, with wB97M-V/def2-TZVPD.

Properties
Energy relative to the best compared isomer or geometry (same formula, charge and spin), kcal per mole: 63.4
Spin multiplicity: 1
Structure (SMILES): C=CN.NCN
LUMO, eV: 1.11
Kohn-Sham gap, eV: 9.696

Cartesian coordinates (Å):
C 0.82 2.31 -1.32
C 0.21 1.93 -0.19
N 0.82 1.46 0.97
H 1.98 1.99 -1.57
H 0.28 2.51 -2.18
H -0.81 1.84 -0.25
H 1.14 2.22 1.48
H 0.37 0.76 1.53
N 0.54 -1.20 0.34
C -0.70 -1.71 -0.28
N -1.83 -1.84 0.67
H 1.01 -0.52 -0.24
H 1.08 -2.04 0.68
H -0.39 -2.60 -0.99
H -1.05 -0.92 -0.91
H -1.47 -1.35 1.46
H -2.00 -2.85 0.79

Entry 5:
Computed, not measured: an isolated molecule of C3H11N3 in a non-equilibrium geometry, with wB97M-V/def2-TZVPD.

Properties
Energy relative to the best compared isomer or geometry (same formula, charge and spin), kcal per mole: 28.2
Spin multiplicity: 1
Structure (SMILES): NCCNCN
LUMO, eV: 1.11
Kohn-Sham gap, eV: 9.866

Cartesian coordinates (Å):
N 1.69 0.52 1.47
C 0.71 -0.51 1.87
C 0.03 -1.02 0.56
N -0.56 0.10 -0.17
C -0.25 0.34 -1.57
N -1.27 1.13 -2.23
H 1.78 1.12 2.29
H 1.12 1.11 0.87
H -0.14 -0.18 2.49
H 1.22 -1.33 2.38
H 0.81 -1.58 0.03
H -0.76 -1.74 0.78
H -1.55 -0.06 -0.04
H -0.03 -0.63 -2.05
H 0.71 0.86 -1.65
H -2.17 1.01 -1.79
H -1.34 0.87 -3.21

Entry 6:
Computed, not measured: a cluster of 3 separate species, C3H11N3 in total, with wB97M-V/def2-TZVPD.

Properties
Energy relative to the best compared isomer or geometry (same formula, charge and spin), kcal per mole: 33.4
Spin multiplicity: 1
Structure (SMILES): C#N.CNC.N
LUMO, eV: 1.05
Kohn-Sham gap, eV: 9.728

Cartesian coordinates (Å):
C -0.18 -2.32 1.93
N -0.70 -2.35 0.92
H 0.30 -2.29 2.88
C -1.35 1.10 -0.44
N -0.30 0.12 -0.66
C 0.27 0.18 -1.98
H -2.17 1.02 -1.16
H -1.74 0.97 0.57
H -0.92 2.10 -0.52
H -0.67 -0.81 -0.48
H 0.76 1.15 -2.11
H -0.47 0.07 -2.79
H 1.02 -0.60 -2.08
N 1.38 0.49 1.72
H 2.12 1.17 1.51
H 0.79 0.44 0.89
H 1.85 -0.41 1.80

Entry 7:
Computed, not measured: a cluster of 2 separate species, C3H11N3 in total in a non-equilibrium geometry, with wB97M-V/def2-TZVPD.

Properties
Energy relative to the best compared isomer or geometry (same formula, charge and spin), kcal per mole: 46.1
Total charge: +1
Spin multiplicity: 2
Expectation value of S²: 0.767
LUMO (spin up / spin down), eV: -3.68 / -8.75
Kohn-Sham gap (spin up / spin down), eV: 9.742 / 2.520

Cartesian coordinates (Å):
C -1.51 -0.60 1.10
N -1.71 -1.84 0.33
C -2.79 -1.68 -0.68
H -1.21 0.25 0.45
H -0.71 -0.85 1.79
H -2.53 -0.40 1.41
H -0.89 -2.13 -0.20
H -2.86 -0.65 -1.02
H -2.63 -2.31 -1.55
H -3.72 -1.93 -0.16
N 2.59 2.47 0.42
C 3.31 1.72 -0.40
N 3.38 0.42 -0.25
H 2.07 2.01 1.16
H 2.19 3.32 0.03
H 3.70 2.24 -1.27
H 3.33 -0.03 -1.17

Entry 8:
Computed, not measured: a cluster of 2 separate species, C3H11N3 in total in a non-equilibrium geometry, with wB97M-V/def2-TZVPD.

Properties
Energy relative to the best compared isomer or geometry (same formula, charge and spin), kcal per mole: 82.0
Total charge: +2
Spin multiplicity: 1
LUMO, eV: -11.15
Kohn-Sham gap, eV: 8.915

Cartesian coordinates (Å):
C 0.71 2.50 1.80
C -0.86 0.60 1.26
C 0.98 -1.62 -1.71
N 0.23 1.64 1.01
N -0.98 -1.60 0.42
N -0.56 -0.45 0.39
H 0.36 2.94 2.72
H 1.66 2.88 1.47
H -1.21 0.30 2.31
H -1.92 0.94 0.86
H 0.13 -0.94 -1.83
H 1.61 -1.31 -2.52
H 0.69 -2.72 -1.93
H 0.70 1.41 0.10
H -1.39 -2.06 1.26
H -0.92 -2.12 -0.37
H 1.46 -1.60 -0.79

What is the spin multiplicity in the seventh record?
2

Look up the energy relative to the best compared isomer or geometry (same formula, charge and spin) of the eighth one.
82.0 kcal per mole

energy relative to the best compared isomer or geometry (same formula, charge and spin) of number 6 (C3H11N3)?
33.4 kcal per mole